69
Properties=species:S:1:pos:R:3 method="wB97M-V/def2-TZVPD" e_tot_ev=-78419.3242 gap_ev=6.730 homo_energy_ev=-4.0 charge=-1
C -0.76808 4.60226 1.55409
C -2.08718 3.82258 1.65214
C -2.10043 2.51437 0.84070
C -3.42701 1.80863 1.14607
Ga -0.47456 1.36441 1.37477
C -0.61848 -0.53930 0.56328
C -0.83447 -1.63197 1.64531
C 0.07886 -2.87389 1.49614
C -0.64418 -4.15590 1.04532
C -0.76190 -4.21136 -0.50519
C -2.10872 -3.66120 -0.96367
C -2.33349 -3.62950 -2.47692
C -1.28329 -2.81261 -3.24961
C -1.69661 -1.34626 -3.39230
C -0.69642 -0.45517 -4.13154
C 0.71995 -0.40961 -3.54299
C 1.66963 -1.48608 -4.01912
O 1.67786 -1.55234 -5.44467
C 2.67911 -2.42528 -5.90599
H -0.26889 4.40315 0.60594
H -0.96053 5.67720 1.61844
H -0.08856 4.28335 2.34446
H -2.30556 3.55814 2.69116
H -2.91392 4.45866 1.29447
H -2.04546 2.75682 -0.22736
H -3.59033 0.94742 0.49344
H -4.26567 2.50552 0.97846
H -3.46555 1.50230 2.19414
H 0.87584 2.03023 0.85921
H -0.37303 1.28676 3.00309
H 0.24579 -0.75960 -0.06567
H -1.53178 -0.50775 -0.04293
H -1.88418 -1.94301 1.62606
H -0.66991 -1.22049 2.64368
H 0.51930 -3.08907 2.47597
H 0.90628 -2.63772 0.82539
H -0.08491 -5.01925 1.41142
H -1.66179 -4.15991 1.43943
H 0.04813 -3.57696 -0.86978
H -0.57632 -5.21908 -0.88741
H -2.87652 -4.31723 -0.53538
H -2.28008 -2.67555 -0.52740
H -2.43953 -4.63723 -2.88649
H -3.29671 -3.13294 -2.64578
H -0.36055 -2.82317 -2.67156
H -1.06633 -3.25973 -4.22378
H -2.65261 -1.29086 -3.92443
H -1.87238 -0.97353 -2.37835
H -1.09596 0.56136 -4.07320
H -0.66967 -0.71473 -5.19161
H 1.16192 0.54869 -3.82934
H 0.66927 -0.39857 -2.45109
H 1.45120 -2.48135 -3.62131
H 2.68660 -1.23625 -3.68368
H 2.35658 -2.89441 -6.83546
H 2.91045 -3.21981 -5.18982
H 3.60612 -1.86955 -6.09222
C 2.71127 3.40409 6.00627
C 4.02988 3.88449 5.40986
C 3.83928 4.62415 4.08184
C 3.21491 3.75079 3.08571
N 2.72493 3.06660 2.30459
H 2.21399 2.69005 5.34851
H 2.88199 2.90792 6.96266
H 2.03010 4.24025 6.17627
H 4.69143 3.02953 5.25674
H 4.52866 4.55288 6.11640
H 4.79871 4.96549 3.69102
H 3.20353 5.50016 4.22362

***

72
Properties=species:S:1:pos:R:3 method="wB97M-V/def2-TZVPD" e_tot_ev=-56622.7855 gap_ev="5.223 / 5.357" homo_energy_ev="-20.2 / -20.2" charge=+4 multiplicity=4
Tc -0.53442 0.55529 0.02985
P -2.33045 1.98208 -0.13030
P -0.99840 -1.57600 -0.60263
P 0.57312 1.58145 -1.60962
H 0.99641 -0.27631 2.21240
C 1.14186 0.46466 1.41393
C 0.48872 1.75352 1.55090
H -0.02930 1.94082 2.49751
C -3.40688 2.15521 1.32902
C -3.50215 1.54397 -1.46800
C -1.90520 3.73833 -0.45443
C 0.25858 -2.71870 0.02945
C -2.50708 -2.32956 0.07188
C -1.15547 -1.83659 -2.39371
C 1.41252 3.18805 -1.33343
C -0.27866 1.79783 -3.20867
C 2.05212 0.65733 -2.07502
H 2.13554 0.40364 0.94856
H 1.00751 2.64798 1.18678
H -2.79517 2.36890 2.21519
H -3.99274 1.24098 1.48427
H -4.10012 2.99135 1.17481
H -3.87733 0.52379 -1.30707
H -3.01801 1.61073 -2.45081
H -4.35344 2.23761 -1.43572
H -1.18561 4.07667 0.30131
H -2.81746 4.33961 -0.35441
H -1.48960 3.87889 -1.45902
H 0.10837 -3.70019 -0.43739
H 0.11933 -2.81582 1.11688
H 1.27829 -2.36276 -0.15904
H -2.78966 -3.19238 -0.54510
H -3.32784 -1.60214 0.08290
H -2.31298 -2.66541 1.09817
H -1.54367 -2.85014 -2.55924
H -0.18340 -1.71567 -2.89136
H -1.86575 -1.11156 -2.81320
H 1.92808 3.43802 -2.27028
H 2.15469 3.08890 -0.53176
H 0.69851 3.97739 -1.08266
H 0.48751 2.08373 -3.94189
H -1.03246 2.59146 -3.14013
H -0.75046 0.85830 -3.52627
H 2.67558 1.25138 -2.75060
H 1.78014 -0.27706 -2.56980
H 2.62137 0.42816 -1.16868
C 4.10907 -2.12036 -1.73595
C 4.62286 -3.42118 -1.57586
C 6.00652 -3.57403 -1.44641
C 6.86174 -2.46386 -1.45069
C 6.33292 -1.18429 -1.63548
C 4.96089 -1.01079 -1.81325
O 2.75240 -1.88994 -1.75778
H 2.19713 -2.70504 -1.79336
H 3.93328 -4.26693 -1.53410
H 6.42128 -4.57900 -1.34305
H 7.93269 -2.60488 -1.31413
H 6.98201 -0.31074 -1.65065
H 4.53577 -0.03013 -1.98695
C -3.57022 -0.60229 4.42780
C -2.29546 -0.06358 5.09296
C -1.41905 0.36408 3.92168
O -1.89486 -0.25492 2.70765
C -3.10879 -0.97236 3.02212
H -3.98279 -1.47722 4.93428
H -4.35485 0.16306 4.37286
H -1.78785 -0.86280 5.64039
H -2.48395 0.75283 5.79199
H -1.46065 1.45319 3.78825
H -0.36332 0.09967 4.04341
H -2.89739 -2.05242 2.96741
H -3.86390 -0.75182 2.25328

***

85
Properties=species:S:1:pos:R:3 method="wB97M-V/def2-TZVPD" e_tot_ev=-273430.7357 de_lowest_kj_mol=0.0 gap_ev="7.090 / 6.893" homo_energy_ev="-4.6 / -4.4" charge=-1 multiplicity=2
Co -0.87125 0.20156 -0.37355
C 1.55258 -2.67995 0.26225
As 1.18681 -0.77426 0.51459
C 1.33496 -0.76204 2.45659
C 2.96806 0.00851 0.20813
C 3.45375 0.25894 -1.22366
C 3.25557 -0.96554 -2.11248
C 2.70647 1.46535 -1.82109
As 0.80627 1.17549 -2.22594
C 0.90356 0.45757 -4.04641
C 0.41414 3.01960 -2.74105
C 4.94201 0.66581 -1.17865
As 6.47677 -0.49369 -0.68847
C 6.65521 -1.52890 -2.35238
C 5.78596 -1.97312 0.41010
H 2.51485 -2.94009 0.70640
H 1.53911 -2.94743 -0.79163
H 0.76460 -3.24104 0.76548
H 2.32940 -1.09932 2.75364
H 0.58617 -1.43830 2.87119
H 1.16037 0.25273 2.80417
H 3.66913 -0.63442 0.74328
H 2.91572 0.96024 0.74146
H 2.19639 -1.20947 -2.22134
H 3.74379 -1.84812 -1.69671
H 3.65986 -0.78960 -3.11336
H 3.18755 1.78242 -2.75403
H 2.74192 2.30935 -1.12617
H 1.69684 0.95202 -4.61087
H -0.05701 0.65531 -4.52252
H 1.06012 -0.61747 -4.03378
H 1.06928 3.33041 -3.55750
H 0.56068 3.67413 -1.88292
H -0.62658 3.08352 -3.05930
H 5.03228 1.54143 -0.52885
H 5.24557 1.00575 -2.17682
H 6.83062 -0.84342 -3.18153
H 5.77603 -2.13197 -2.57006
H 7.52352 -2.18183 -2.25897
H 5.54814 -1.62723 1.41472
H 6.60083 -2.69513 0.48268
H 4.91482 -2.46500 -0.01835
N -2.00238 3.42054 -0.34360
C -0.79675 3.21266 0.29040
N 0.03042 4.18504 0.65292
N 1.04629 3.53206 1.24946
N 0.83518 2.25954 1.22972
N -0.34670 2.01034 0.62246
C -2.68423 2.46425 -1.06001
N -3.74102 2.76272 -1.80781
N -4.12997 1.58346 -2.31696
N -3.35897 0.63734 -1.90969
N -2.40979 1.15751 -1.09869
H -2.24874 4.37349 -0.54700
N -2.87511 -2.16408 -3.04792
C -2.04684 -1.89959 -1.99273
O -0.87684 -1.57643 -2.17249
C -2.61471 -2.09751 -0.60265
C -1.86611 -1.29262 0.46960
H -2.54270 -1.77224 -3.91611
H -3.84778 -1.97119 -2.86877
H -2.54039 -3.18128 -0.42937
H -3.68044 -1.86137 -0.62214
H -1.15352 -1.96883 0.95920
H -2.57017 -0.96152 1.23548
C -5.78745 -0.05485 3.43234
N -4.71955 0.01422 2.44612
C -5.21225 0.48759 1.15902
C -3.58307 0.69524 2.94202
S -3.28033 2.28094 2.58930
N -2.79303 -0.06793 3.72885
C -1.59527 0.47756 4.33647
C -3.03109 -1.47318 3.98353
H -6.24957 0.93040 3.58517
H -5.40879 -0.40792 4.39072
H -6.55292 -0.75176 3.08709
H -5.89919 -0.26767 0.77013
H -4.38529 0.60507 0.46387
H -5.73457 1.44748 1.23850
H -1.28845 1.37228 3.80288
H -0.80529 -0.27054 4.27725
H -1.76573 0.72895 5.38852
H -3.75599 -1.85769 3.27285
H -3.39308 -1.63544 5.00507
H -2.09265 -2.01781 3.86072